Entry from the OMol25 dataset: C29H63F6N3O5PZn2 as an isolated structure (wB97M-V/def2-TZVPD).

Summary:
**Total charge**: +3
**Calculated total energy**: -6181.0870 hartree
**Highest occupied orbital energy**: -13.185 eV

Positions of all 109 atoms, in Å:
Zn (-4.33, 0.80, 7.25)
Zn (0.79, -0.67, 8.13)
C (-1.31, 3.33, 13.23)
C (-1.10, 2.60, 11.89)
O (-1.99, 2.69, 10.98)
O (-0.09, 1.88, 11.71)
H (-0.48, 3.09, 13.90)
H (-2.26, 3.26, 13.77)
H (-1.10, 4.38, 13.04)
C (-3.10, -4.60, 11.49)
C (-2.50, -3.94, 10.27)
O (-3.15, -3.13, 9.59)
O (-1.39, -4.21, 9.95)
H (-2.55, -5.44, 11.93)
H (-4.12, -4.95, 11.35)
H (-3.01, -3.85, 12.28)
C (-1.11, 0.69, 2.95)
O (-1.18, 0.59, 4.41)
H (-1.29, -0.26, 2.45)
H (-1.79, 1.36, 2.43)
H (-0.21, 1.21, 2.62)
C (0.91, -6.77, 1.18)
C (2.26, -6.80, 0.49)
C (2.52, -8.10, -0.31)
N (2.92, -8.00, -1.81)
C (4.23, -7.20, -1.88)
C (1.75, -7.51, -2.69)
C (1.29, -8.68, -3.51)
C (2.53, -9.60, -3.68)
C (3.34, -9.43, -2.40)
H (0.70, -5.95, 1.86)
H (0.78, -7.74, 1.66)
H (0.04, -6.73, 0.52)
H (3.06, -6.89, 1.22)
H (2.57, -5.91, -0.05)
H (1.63, -8.73, -0.42)
H (3.34, -8.70, 0.08)
H (4.99, -7.64, -1.23)
H (4.01, -6.17, -1.60)
H (4.65, -7.19, -2.88)
H (2.33, -6.79, -3.28)
H (0.91, -7.16, -2.09)
H (0.81, -8.30, -4.42)
H (0.42, -9.16, -3.05)
H (3.13, -9.26, -4.52)
H (2.17, -10.61, -3.87)
H (4.41, -9.49, -2.60)
H (3.26, -10.12, -1.56)
C (5.51, 1.23, -3.00)
C (6.56, 1.72, -1.97)
C (6.02, 1.51, -0.60)
N (6.74, 2.34, 0.54)
C (8.15, 1.58, 0.71)
C (5.85, 2.37, 1.81)
C (5.17, 3.82, 1.72)
C (6.33, 4.66, 1.37)
C (6.93, 3.85, 0.18)
H (5.03, 0.28, -2.75)
H (6.08, 1.07, -3.91)
H (4.80, 2.00, -3.31)
H (6.99, 2.69, -2.20)
H (7.44, 1.08, -2.04)
H (5.95, 0.48, -0.23)
H (5.01, 1.92, -0.62)
H (8.74, 1.55, -0.20)
H (7.95, 0.56, 1.05)
H (8.78, 2.07, 1.46)
H (6.49, 2.25, 2.69)
H (5.18, 1.54, 1.57)
H (4.78, 4.05, 2.71)
H (4.32, 3.86, 1.04)
H (7.04, 4.92, 2.15)
H (6.03, 5.67, 1.07)
H (7.94, 4.21, -0.02)
H (6.40, 4.05, -0.75)
C (-7.61, 8.63, -7.04)
C (-6.81, 7.57, -6.20)
C (-7.30, 7.29, -4.81)
N (-6.65, 6.07, -4.16)
C (-7.07, 4.86, -4.96)
C (-7.07, 5.89, -2.66)
C (-5.84, 5.25, -1.97)
C (-4.57, 5.63, -2.72)
C (-5.11, 6.29, -4.00)
H (-7.36, 9.64, -6.69)
H (-8.70, 8.57, -7.04)
H (-7.22, 8.64, -8.06)
H (-5.84, 8.03, -6.05)
H (-6.74, 6.67, -6.81)
H (-8.35, 7.02, -4.90)
H (-7.26, 8.17, -4.17)
H (-6.66, 3.93, -4.57)
H (-6.75, 5.00, -6.00)
H (-8.15, 4.99, -5.02)
H (-8.01, 5.34, -2.63)
H (-7.21, 6.93, -2.35)
H (-5.87, 4.18, -1.79)
H (-5.76, 5.55, -0.93)
H (-3.93, 4.81, -3.04)
H (-3.99, 6.34, -2.13)
H (-4.53, 5.92, -4.84)
H (-5.05, 7.38, -3.97)
P (-3.47, -3.13, -4.79)
F (-1.89, -3.10, -5.03)
F (-3.53, -4.72, -4.22)
F (-3.21, -2.57, -3.31)
F (-5.09, -3.15, -4.61)
F (-3.60, -1.67, -5.49)
F (-3.67, -3.77, -6.30)